# 1
Formula: C3H16NO4
Source: the Open Molecules 2025 dataset
Level of theory: ωB97M-V/def2-TZVPD

Energy above the lowest of the compared OMol25 structures with the same formula, charge and spin, eV: 2.505
Maximum force, eV/Å: 3.13
Lowest unoccupied orbital energy (alpha / beta), eV: 0.34 / 0.21
DFT total energy, hartree: -479.44324
HOMO energy (alpha / beta), eV: -2.508 / -10.682
Molar mass, g/mol: 130.16
<S²>: 0.7505
HOMO-LUMO gap (alpha / beta), eV: 2.85 / 10.89

Geometry as ORCA input:
```
! RIJCOSX wB97M-V def2-TZVPD def2/J DEFGRID3
* xyz 0 2
O -0.4749 -0.6101 2.2538
C -0.5436 0.8142 2.1496
C -1.4082 1.0880 0.9136
N -0.7865 0.8430 -0.4125
C -1.8087 0.7149 -1.4478
H -0.8087 -0.8824 3.1319
H -0.8886 1.2879 3.0857
H 0.4246 1.2337 1.9929
H -1.8663 2.1153 0.8751
H -2.3900 0.5635 0.9794
H -0.1468 0.0009 -0.2320
H -0.0846 1.6635 -0.6534
H -2.8019 0.6635 -1.0569
H -1.5710 -0.2461 -1.9317
H -1.7190 1.4250 -2.2778
H 2.1758 2.4627 -1.5929
H 2.7865 1.5778 -2.6691
O 1.9861 1.6840 -2.1371
H 1.6491 -1.7874 -0.7000
H 0.5162 -1.9102 0.1820
O 0.6678 -1.5343 -0.6986
H 1.7646 -3.9868 0.4745
H 2.9427 -3.8699 -0.3952
O 2.3853 -3.3107 0.1662
*
```

# 2
Formula: C3H8NO
Source: the Open Molecules 2025 dataset
Level of theory: ωB97M-V/def2-TZVPD

Energy above the lowest of the compared OMol25 structures with the same formula, charge and spin, eV: 0.831
Maximum force, eV/Å: 2.03
Lowest unoccupied orbital energy, eV: 4.41
DFT total energy, hartree: -249.05609
HOMO energy, eV: -2.208
SMILES: NCCC[O-]
Molar mass, g/mol: 74.10
HOMO-LUMO gap, eV: 6.62

Geometry as ORCA input:
```
! RIJCOSX wB97M-V def2-TZVPD def2/J DEFGRID3
* xyz -1 1
N 0.3340 1.5174 1.9072
C 0.3570 1.0577 0.4581
C -0.4158 -0.2307 0.2516
C -0.5221 -0.9012 -1.2081
O 0.4653 -1.6437 -1.6518
H 0.1678 0.6710 2.4334
H -0.4626 2.1287 2.0065
H -0.1154 1.8335 -0.1581
H 1.4167 0.8971 0.2358
H 0.1417 -1.0570 0.7582
H -1.4107 -0.1386 0.8105
H -0.5341 0.0311 -1.8662
H -1.5306 -1.3854 -1.0685
*
```

# 3
Formula: C2H7O2P
Source: the Open Molecules 2025 dataset
Level of theory: ωB97M-V/def2-TZVPD

Energy above the lowest of the compared OMol25 structures with the same formula, charge and spin, eV: 1.966
Maximum force, eV/Å: 4.67
Lowest unoccupied orbital energy, eV: 0.87
DFT total energy, hartree: -572.18021
HOMO energy, eV: -9.277
SMILES: C[P@H](=O)CO
Molar mass, g/mol: 94.05
HOMO-LUMO gap, eV: 10.15

Geometry as ORCA input:
```
! RIJCOSX wB97M-V def2-TZVPD def2/J DEFGRID3
* xyz 0 1
C 1.6749 -0.1858 -0.3969
P 0.1799 0.8585 -0.2319
O 0.4661 2.0566 0.5106
C -1.4887 -0.2847 0.7417
O -2.2012 0.6303 1.4975
H 2.2860 0.6861 -0.5182
H 1.8490 -0.5181 0.5914
H 1.7251 -0.7679 -1.3093
H 0.0522 1.1005 -1.5573
H -2.1481 -0.5568 -0.1391
H -1.2184 -1.2662 1.2626
H -1.6840 0.9079 2.2887
*
```

# 4
Formula: C4H5NOS
Source: the Open Molecules 2025 dataset
Level of theory: ωB97M-V/def2-TZVPD

Energy above the lowest of the compared OMol25 structures with the same formula, charge and spin, eV: 3.540
Maximum force, eV/Å: 4.45
Lowest unoccupied orbital energy, eV: 0.16
DFT total energy, hartree: -683.47784
HOMO energy, eV: -8.330
Molar mass, g/mol: 115.16
HOMO-LUMO gap, eV: 8.49

Geometry as ORCA input:
```
! RIJCOSX wB97M-V def2-TZVPD def2/J DEFGRID3
* xyz 0 1
C 0.2083 -2.0085 -1.2923
C 0.5892 0.8054 -1.6519
C -0.6488 0.7926 1.8326
C 0.1843 -0.9121 -0.3470
N -0.1700 -2.8307 -2.0051
O 0.4493 1.8767 -1.1827
S -1.2226 -0.5402 0.6934
H 0.9808 0.4134 -2.5521
H -0.9629 1.7772 1.4773
H 0.5255 0.9155 1.9203
H -1.0970 0.6043 2.8594
H 1.1639 -0.8936 0.2481
*
```

# 5
Formula: C10H16
Source: the Open Molecules 2025 dataset
Level of theory: ωB97M-V/def2-TZVPD

Energy above the lowest of the compared OMol25 structures with the same formula, charge and spin, eV: 0.743
Maximum force, eV/Å: 2.41
Lowest unoccupied orbital energy (alpha / beta), eV: 3.86 / 3.80
DFT total energy, hartree: -390.55590
HOMO energy (alpha / beta), eV: 0.849 / -3.337
Molar mass, g/mol: 136.24
<S²>: 0.7597
HOMO-LUMO gap (alpha / beta), eV: 3.01 / 7.14

Geometry as ORCA input:
```
! RIJCOSX wB97M-V def2-TZVPD def2/J DEFGRID3
* xyz -1 2
C 1.4092 1.6875 0.2666
C 1.0909 2.7184 -0.8035
H 1.4814 0.6470 -0.0293
H 2.3526 1.9833 0.7428
H 0.6460 1.6675 1.0607
H 2.0347 3.1846 -1.1146
H 0.2922 3.4766 -0.8456
H 0.7908 2.1953 -1.7126
C 0.6814 -1.8754 -0.4641
C 0.6287 -2.1760 -1.9523
C -0.4960 -1.2095 0.1974
C -0.5034 -1.3120 1.6075
C -1.3701 -0.3511 -0.4378
C -1.2360 -0.3803 2.3930
C -2.1457 0.5389 0.3212
C -2.0742 0.5039 1.7426
H 0.7442 -2.9011 -0.0328
H 1.5849 -1.3151 -0.2180
H -0.1208 -2.9195 -2.2148
H -0.0125 -2.1775 2.0725
H -1.2994 -0.1962 -1.5085
H -1.2638 -0.4407 3.4693
H -2.6892 1.3707 -0.1151
H -2.5874 1.2702 2.3126
H 1.5804 -2.6898 -2.1475
H 0.4811 -1.2996 -2.5900
*
```

# 6
Formula: C11H16O8PPb
Source: the Open Molecules 2025 dataset
Level of theory: ωB97M-V/def2-TZVPD

Energy above the lowest of the compared OMol25 structures with the same formula, charge and spin, eV: 0.000
Maximum force, eV/Å: 4.84
Lowest unoccupied orbital energy, eV: -4.44
DFT total energy, hartree: -1564.48956
HOMO energy, eV: -11.379
Molar mass, g/mol: 514.42
HOMO-LUMO gap, eV: 6.94

Geometry as ORCA input:
```
! RIJCOSX wB97M-V def2-TZVPD def2/J DEFGRID3
* xyz 1 1
O -1.8774 -4.5043 -1.5954
C -2.4405 -5.3839 -2.0988
Pb 0.0416 -1.0703 -2.7259
O 3.1138 -1.5916 -0.8090
C 2.0488 -1.5216 -1.2434
C 1.2720 1.1429 -2.3355
O 2.2160 1.8114 -2.0328
C -0.3827 1.5570 -3.2589
O -1.0519 2.4617 -3.6537
C 1.9349 -1.0462 -4.5521
O 2.8394 -1.1328 -5.2558
H -1.0094 0.4681 -3.3499
C -0.1697 -2.8909 2.3162
C -0.2870 -2.5120 0.8656
O -0.7751 -1.1150 0.7486
P 0.0459 -0.0002 -0.0976
O 1.2964 0.2986 0.8650
C 1.2624 0.8987 2.2483
C 0.0355 0.6103 3.0630
O -0.9692 1.2660 0.1468
C -0.6047 2.6779 -0.0239
C -1.8864 3.4582 -0.1476
H 0.7014 -2.4519 2.8114
H -0.0577 -3.9766 2.3777
H -1.0652 -2.6568 2.8950
H 0.6844 -2.6339 0.3506
H -1.0244 -3.1208 0.3177
H 2.1460 0.4989 2.7360
H 1.3919 1.9812 2.0932
H -0.1288 -0.4648 3.2250
H 0.1582 1.0807 4.0501
H -0.8608 1.0564 2.6295
H -0.0319 2.9735 0.8629
H 0.0354 2.7808 -0.9006
H -2.5477 3.3209 0.7151
H -1.6187 4.5146 -0.1720
H -2.4348 3.2160 -1.0648
*
```

# 7
Formula: C3H8ClNOSi
Source: the Open Molecules 2025 dataset
Level of theory: ωB97M-V/def2-TZVPD

Energy above the lowest of the compared OMol25 structures with the same formula, charge and spin, eV: 3.454
Maximum force, eV/Å: 3.36
Lowest unoccupied orbital energy (alpha / beta), eV: -0.74 / -0.92
DFT total energy, hartree: -998.64887
HOMO energy (alpha / beta), eV: -8.488 / -7.547
Molar mass, g/mol: 137.64
HOMO-LUMO gap (alpha / beta), eV: 7.75 / 6.62

Geometry as ORCA input:
```
! RIJCOSX wB97M-V def2-TZVPD def2/J DEFGRID3
* xyz 0 1
C 0.9628 -0.1370 0.0468
C 1.5200 -1.5060 -0.3431
C 1.9948 0.7072 0.7322
N -0.2674 0.1328 -0.2082
O -0.8357 1.1891 0.1593
Si -3.3884 0.8661 -0.5394
Cl -3.9180 -0.8546 0.2677
H 1.1688 -1.7748 -1.2738
H 2.6082 -1.6065 -0.5183
H 1.1282 -2.3253 0.3865
H 3.0482 0.4399 0.7126
H 1.7869 1.7344 0.5328
H 1.8619 0.5269 1.8275
H -4.1010 1.8607 0.2629
H -3.5693 0.7471 -2.0455
*
```

# 8
Formula: C19H29N2P
Source: the Open Molecules 2025 dataset
Level of theory: ωB97M-V/def2-TZVPD

Maximum force, eV/Å: 2.93
Lowest unoccupied orbital energy, eV: -7.65
DFT total energy, hartree: -1191.60173
HOMO energy, eV: -14.228
Molar mass, g/mol: 316.43
HOMO-LUMO gap, eV: 6.58

Geometry as ORCA input:
```
! RIJCOSX wB97M-V def2-TZVPD def2/J DEFGRID3
* xyz 2 1
C -7.2860 -0.7855 2.7487
C -7.2739 -0.1566 1.2970
C -5.9483 -0.5822 0.4953
C -4.9740 0.6466 0.3280
C -5.4096 1.4444 -0.9778
N -3.5375 0.2859 0.1641
C -3.0528 -0.5895 -0.7774
C -1.6165 -0.8818 -0.9270
C -0.6518 -0.2232 -0.0466
C 0.8712 -0.3908 -0.1077
C 1.6104 -0.3358 -1.4008
C 3.0606 -0.4567 -1.4000
N 3.8250 -0.6416 -0.2571
P 5.6181 -0.7749 -0.4265
C 6.2144 0.2322 -1.8852
C 6.1971 -0.5392 -3.2694
C 6.2504 0.0546 1.1598
C 7.6334 0.8046 0.9422
C 3.1752 -0.7173 0.9656
C 1.7170 -0.5798 1.0938
C -1.2070 0.6881 0.9962
C -2.6385 0.8923 1.0408
H -7.0453 -1.8780 2.6753
H -8.2638 -0.6323 3.2808
H -6.5096 -0.2706 3.3919
H -7.3711 0.9557 1.4119
H -8.1470 -0.5089 0.6791
H -5.5130 -1.4434 1.0634
H -6.2967 -0.8749 -0.5374
H -5.0914 1.3639 1.1864
H -4.7637 2.3601 -1.1030
H -5.2476 0.8159 -1.8974
H -6.4725 1.7891 -0.8960
H -3.7666 -1.0955 -1.4775
H -1.2731 -1.5988 -1.7147
H 1.0154 -0.1639 -2.3291
H 3.5880 -0.3888 -2.3808
H 7.2474 0.6565 -1.7569
H 5.5342 1.1331 -2.0007
H 5.2271 -0.4037 -3.8343
H 6.4279 -1.6323 -3.1982
H 6.9936 -0.0732 -3.9172
H 5.4615 0.8270 1.4167
H 6.3288 -0.6752 2.0123
H 7.3981 1.7386 0.3501
H 8.3648 0.1724 0.3720
H 8.0698 1.1854 1.9090
H 3.7551 -0.8907 1.9056
H 1.2855 -0.6242 2.1213
H -0.4784 1.1747 1.6852
H -3.0341 1.5880 1.8259
*
```

# 9
Formula: C3H6N4O
Source: the Open Molecules 2025 dataset
Level of theory: ωB97M-V/def2-TZVPD

Energy above the lowest of the compared OMol25 structures with the same formula, charge and spin, eV: 3.459
Maximum force, eV/Å: 4.09
Lowest unoccupied orbital energy, eV: 0.78
DFT total energy, hartree: -412.08182
HOMO energy, eV: -7.734
SMILES: Nc1cnn(O)c1N
Molar mass, g/mol: 114.11
HOMO-LUMO gap, eV: 8.52

Geometry as ORCA input:
```
! RIJCOSX wB97M-V def2-TZVPD def2/J DEFGRID3
* xyz 0 1
N 0.0127 -1.9276 -0.2597
C -0.4480 -0.6231 -0.0735
C -1.7029 -0.2899 0.5098
N -1.8576 0.9885 0.8207
N -0.6571 1.5407 0.4554
O -0.4669 2.9234 0.4211
C 0.2238 0.5557 -0.0510
N 1.5603 0.8458 -0.2724
H -0.6850 -2.5923 -0.6428
H 0.7110 -2.0412 -1.0817
H -2.5385 -0.8879 0.6388
H -0.9240 3.3056 1.1661
H 1.9985 0.3292 -1.0605
H 1.6156 1.8443 -0.4074
*
```

# 10
Formula: C38H56MnN5O4S
Source: the Open Molecules 2025 dataset
Level of theory: ωB97M-V/def2-TZVPD

Energy above the lowest of the compared OMol25 structures with the same formula, charge and spin, eV: 1.420
Maximum force, eV/Å: 0.56
Lowest unoccupied orbital energy (alpha / beta), eV: 2.36 / 1.54
DFT total energy, hartree: -3605.56644
HOMO energy (alpha / beta), eV: -3.844 / -4.638
Molar mass, g/mol: 733.90
<S²>: 8.8498
HOMO-LUMO gap (alpha / beta), eV: 6.20 / 6.18

Geometry as ORCA input:
```
! RIJCOSX wB97M-V def2-TZVPD def2/J DEFGRID3
* xyz -1 6
Mn -0.3707 -1.1298 0.0498
C 0.9553 5.7599 -1.3013
C -0.3523 5.3741 -1.9923
C -1.4409 6.3586 -1.5419
C -0.1476 5.5028 -3.5079
C -0.7822 3.9500 -1.6487
C -0.0558 3.1333 -0.8266
C -0.4945 1.8076 -0.5688
N 0.1046 0.8942 0.1685
C 1.1764 0.9390 1.0560
C 2.2908 1.7629 1.0278
C 3.3219 1.5725 1.9431
C 3.1953 0.5262 2.8482
C 2.1019 -0.3428 2.9062
C 1.0523 -0.1102 2.0078
O -0.0577 -0.8525 1.9378
C 2.1656 -1.4977 3.9185
C 3.3688 -2.3868 3.5657
C 2.3600 -0.9247 5.3312
C 0.9295 -2.4022 3.9585
C 4.5808 2.4402 1.9543
C 4.7133 3.1284 3.3200
C 4.5422 3.5253 0.8778
C 5.8188 1.5685 1.7068
C -1.7926 1.3387 -1.0651
O -2.1891 0.2088 -0.6383
C -2.5108 2.1961 -1.9582
C -1.9783 3.4397 -2.2151
C -3.8073 1.8144 -2.6924
C -4.9001 2.8574 -2.4114
C -3.5168 1.7778 -4.2015
C -4.3840 0.4466 -2.3156
H 1.2193 6.7859 -1.5684
H 1.7794 5.1122 -1.6073
H 0.8679 5.7075 -0.2142
H -1.1497 7.3854 -1.7812
H -1.5996 6.2871 -0.4641
H -2.3935 6.1560 -2.0335
H 0.1621 6.5202 -3.7633
H -1.0632 5.2822 -4.0586
H 0.6234 4.8109 -3.8520
H 0.8610 3.4748 -0.3784
H 2.3852 2.5083 0.2558
H 4.0139 0.3498 3.5373
H 4.3111 -1.8370 3.6100
H 3.2626 -2.7904 2.5566
H 3.4326 -3.2256 4.2652
H 3.2660 -0.3217 5.4127
H 2.4317 -1.7391 6.0581
H 1.5108 -0.2957 5.6073
H 0.7333 -2.8822 3.0013
H 0.0313 -1.8483 4.2284
H 1.1060 -3.1742 4.7160
H 3.8475 3.7658 3.5119
H 5.6151 3.7470 3.3567
H 4.7720 2.3965 4.1269
H 3.6851 4.1905 1.0057
H 4.4936 3.0981 -0.1259
H 5.4496 4.1314 0.9389
H 5.9332 0.8099 2.4826
H 6.7243 2.1828 1.6989
H 5.7420 1.0534 0.7474
H -2.5113 4.0861 -2.9028
H -4.6046 3.8610 -2.7178
H -5.1366 2.8874 -1.3455
H -5.8126 2.5971 -2.9556
H -3.1890 2.7504 -4.5734
H -4.4163 1.4889 -4.7533
H -2.7302 1.0520 -4.4164
H -4.6349 0.3917 -1.2567
H -3.6811 -0.3527 -2.5485
H -5.2996 0.2901 -2.8955
C -5.7983 -3.7328 -0.8936
C -4.6323 -3.5053 -1.7792
N -4.5013 -3.9614 -2.9844
N -3.2790 -3.4909 -3.3754
C -2.6389 -2.7471 -2.4457
S -1.1648 -1.9960 -2.5901
N -3.5270 -2.7872 -1.4003
N -3.2857 -2.2052 -0.1655
H -6.5657 -4.2563 -1.4581
H -6.1998 -2.7836 -0.5352
H -5.5289 -4.3379 -0.0258
H -2.9097 -3.6991 -4.2842
H -3.8093 -2.6797 0.5524
H -3.4108 -1.1967 -0.2102
O 2.5531 -3.0801 -1.6010
C 2.3647 -2.0760 -0.9347
O 1.3141 -1.3309 -0.9211
H 3.1720 -1.7082 -0.2622
C -0.9088 -6.5455 0.9328
C 0.1962 -5.6642 0.3404
C 1.5003 -5.8667 1.1239
C 0.4276 -6.0257 -1.1331
C -0.1880 -4.2456 0.4107
C -0.4728 -3.0693 0.3500
H -0.6266 -7.6007 0.8714
H -1.8428 -6.4039 0.3850
H -1.0859 -6.2928 1.9799
H 1.8104 -6.9153 1.0809
H 1.3712 -5.5810 2.1697
H 2.2907 -5.2499 0.6941
H 0.7650 -7.0640 -1.2181
H 1.1741 -5.3614 -1.5701
H -0.4978 -5.9098 -1.7013
*
```

# 11
Formula: C2HCl2N
Source: the Open Molecules 2025 dataset
Level of theory: ωB97M-V/def2-TZVPD

Energy above the lowest of the compared OMol25 structures with the same formula, charge and spin, eV: 4.228
Maximum force, eV/Å: 1.90
Lowest unoccupied orbital energy (alpha / beta), eV: -0.08 / -3.18
DFT total energy, hartree: -1051.61556
HOMO energy (alpha / beta), eV: -9.664 / -10.312
Molar mass, g/mol: 109.94
<S²>: 2.0256
HOMO-LUMO gap (alpha / beta), eV: 9.59 / 7.13

Geometry as ORCA input:
```
! RIJCOSX wB97M-V def2-TZVPD def2/J DEFGRID3
* xyz 0 3
C -0.4345 0.0568 0.0873
C -1.5941 0.1302 0.3088
N -3.7911 -0.0175 0.6065
Cl -4.2219 -1.5024 -0.0899
Cl -4.2816 1.3288 -0.2360
H 0.5446 0.3531 0.2310
*
```

# 12
Formula: C3H2Br3F4N3
Source: the Open Molecules 2025 dataset
Level of theory: ωB97M-V/def2-TZVPD

Energy above the lowest of the compared OMol25 structures with the same formula, charge and spin, eV: 1.004
Maximum force, eV/Å: 3.12
Lowest unoccupied orbital energy, eV: -1.18
DFT total energy, hartree: -8401.10441
HOMO energy, eV: -8.646
Molar mass, g/mol: 395.77
HOMO-LUMO gap, eV: 7.47

Geometry as ORCA input:
```
! RIJCOSX wB97M-V def2-TZVPD def2/J DEFGRID3
* xyz 0 1
C 0.3845 1.2366 0.1859
C 0.3131 -1.1053 0.7135
C 1.2566 0.6470 -2.1158
N 0.0323 0.2110 1.0258
N 0.8864 1.0149 -0.9647
N 0.9287 -1.4256 -0.3564
F -0.0431 -1.9780 1.6257
F 2.4513 0.9114 -2.5889
F -0.4227 1.7805 3.4613
F 1.1329 -2.7898 -0.5436
Br -2.9659 -0.7472 -0.2423
Br -3.6803 -0.5834 -2.3222
Br 0.0017 0.2925 -3.5936
H 0.3135 1.9401 4.0146
H -0.5890 0.5951 1.7007
*
```